[1]
90
Properties=species:S:1:pos:R:3:lowdin_charge:R:1 method="wB97M-V/def2-TZVPD" homo_ev=-8.27 de_lowest_ev=9.0184 energy_ha=-2124.419891 spin_multiplicity=1 smiles="NC(N)=O.NC(N)=O.NC(N)=O.NC(N)=O.NC(N)=O.NC(N)=O.CCO.CCO.CO.CO.CO.CO" orbital_gap_ev=8.2
N -1.156 -2.297 -3.803 0.111
C -0.395 -1.829 -2.805 -0.614
N -1.120 -1.434 -1.825 0.141
O 0.989 -1.931 -2.805 -0.086
H -0.523 -2.741 -4.512 0.154
H -2.132 -2.012 -4.045 0.162
H -0.411 -1.039 -1.201 0.074
H -1.906 -0.832 -1.950 0.068
N 2.244 2.688 -1.306 0.168
C 1.091 3.077 -0.965 -0.679
N 0.935 2.607 0.203 0.147
O 0.236 3.828 -1.739 -0.128
H 2.623 3.089 -2.198 0.146
H 2.628 1.797 -0.951 0.072
H 0.047 2.939 0.712 0.103
H 1.723 2.152 0.729 0.126
N -3.912 2.477 -0.604 0.112
C -3.103 1.745 -1.307 -0.579
N -2.491 2.472 -2.152 0.196
O -3.001 0.327 -1.211 -0.135
H -4.529 1.987 0.093 0.159
H -4.327 3.284 -1.024 0.128
H -1.899 1.944 -2.822 0.090
H -2.553 3.505 -2.370 0.171
N -2.548 1.840 1.611 0.165
C -1.573 2.331 2.336 -0.595
N -1.062 3.468 1.926 0.140
O -1.171 1.566 3.414 -0.101
H -2.930 0.927 1.894 0.064
H -2.836 2.281 0.730 0.046
H -0.418 3.875 2.579 0.125
H -1.371 4.049 1.165 0.128
N -1.583 -4.726 -2.749 0.168
C -1.720 -4.997 -1.551 -0.683
N -1.542 -3.915 -0.821 0.160
O -1.905 -6.258 -1.057 -0.139
H -1.898 -5.355 -3.474 0.135
H -1.543 -3.754 -3.043 0.037
H -1.931 -3.927 0.134 0.107
H -1.385 -3.005 -1.253 0.036
N -1.744 -1.929 4.632 0.146
C -0.588 -1.998 4.027 -0.652
N -0.411 -2.943 3.186 0.178
O 0.486 -1.205 4.326 -0.101
H -1.808 -1.229 5.379 0.145
H -2.550 -2.527 4.571 0.120
H 0.482 -3.107 2.781 0.050
H -1.236 -3.411 2.739 0.141
C 4.407 0.874 -2.754 -0.084
C 3.365 -0.015 -2.060 -0.289
O 3.408 0.244 -0.643 -0.125
H 4.485 1.881 -2.375 0.047
H 4.072 0.987 -3.823 0.092
H 5.450 0.520 -2.724 0.076
H 3.716 -1.036 -2.290 0.123
H 2.401 0.167 -2.503 0.061
H 2.624 -0.222 -0.275 0.044
C 3.486 3.141 3.113 -0.085
C 2.476 2.058 3.242 -0.324
O 2.514 1.030 2.275 -0.084
H 3.457 3.535 2.113 0.064
H 4.522 2.891 3.339 0.076
H 3.272 3.902 3.870 0.084
H 1.431 2.407 3.284 0.102
H 2.592 1.639 4.218 0.110
H 3.366 0.582 2.257 0.089
C -0.178 -0.398 0.823 -0.076
O 0.652 -0.001 -0.301 -0.186
H 0.231 0.192 1.583 0.051
H -0.233 -1.469 0.975 0.078
H -1.200 -0.059 0.634 0.064
H 0.585 0.977 -0.336 0.039
C -3.963 -1.317 1.634 -0.141
O -3.313 -0.529 2.590 -0.151
H -3.342 -2.140 1.275 0.066
H -4.231 -0.755 0.743 0.061
H -4.881 -1.748 2.056 0.084
H -2.917 -1.025 3.339 0.057
C 0.467 1.179 -3.977 -0.175
O -0.799 1.652 -4.219 -0.119
H 0.476 0.895 -2.949 0.053
H 1.192 1.968 -4.071 0.079
H 0.758 0.363 -4.610 0.087
H -0.842 1.823 -5.177 0.115
C 2.808 -2.474 1.031 -0.071
O 2.007 -3.342 1.896 -0.135
H 3.624 -2.989 0.644 0.058
H 3.223 -1.617 1.598 0.080
H 2.056 -2.130 0.239 0.100
H 2.502 -3.493 2.693 0.076

[2]
175
Properties=species:S:1:pos:R:3:lowdin_charge:R:1 method="wB97M-V/def2-TZVPD" homo_ev=-11.02 energy_ha=-14769.465259 spin_multiplicity=1 charge=+1 orbital_gap_ev=8.1
C -1.552 5.176 -0.332 -0.146
C -0.153 5.596 0.130 -0.258
C 0.742 4.408 0.463 -0.270
C 0.932 3.532 -0.767 -0.286
P 1.792 1.968 -0.555 1.014
C 1.027 1.020 0.752 -0.269
C -0.497 0.919 0.718 -0.217
C -0.927 0.188 2.002 -0.250
C -0.530 -1.285 2.057 -0.150
C 1.786 1.057 -2.110 -0.232
C 1.654 -0.453 -1.940 -0.271
C 1.909 -1.195 -3.250 -0.262
C 1.422 -2.638 -3.219 -0.141
C 3.443 2.470 -0.078 -0.286
C 4.463 1.374 0.170 -0.242
C 5.775 1.963 0.710 -0.239
C 5.622 2.826 1.946 -0.136
H -2.291 5.966 -0.280 0.000
H -1.940 4.297 0.193 0.063
H -1.505 4.883 -1.387 0.046
H -0.240 6.357 0.908 0.095
H 0.345 6.125 -0.696 0.096
H 0.157 3.782 1.157 0.074
H 1.634 4.707 1.011 0.053
H 1.506 4.026 -1.571 0.082
H -0.020 3.339 -1.278 0.069
H 1.335 1.495 1.691 0.054
H 1.460 0.016 0.722 0.082
H -0.864 0.365 -0.155 0.090
H -1.046 1.867 0.719 0.097
H -1.996 0.277 2.152 0.098
H -0.489 0.724 2.860 0.089
H -0.929 -1.690 2.986 0.073
H 0.544 -1.357 1.957 -0.006
H -1.008 -1.835 1.244 0.040
H 2.780 1.250 -2.543 0.098
H 1.042 1.501 -2.774 0.107
H 0.634 -0.662 -1.586 0.077
H 2.331 -0.877 -1.188 0.082
H 2.989 -1.198 -3.390 0.035
H 1.415 -0.679 -4.073 0.110
H 0.337 -2.671 -3.061 0.011
H 1.843 -3.170 -2.363 0.011
H 1.594 -3.125 -4.178 0.083
H 3.396 3.160 0.765 0.077
H 3.727 3.138 -0.909 0.090
H 4.691 0.810 -0.735 0.097
H 4.023 0.736 0.947 0.106
H 6.148 2.602 -0.105 0.117
H 6.525 1.182 0.826 0.107
H 4.940 3.668 1.832 0.046
H 6.583 3.305 2.145 0.030
H 5.360 2.275 2.850 0.064
C -1.685 -0.895 -5.779 0.069
C -0.867 -0.796 -6.814 -0.254
C -0.861 -1.759 -7.991 -0.305
O -0.088 -1.553 -8.901 0.121
C -1.796 -2.872 -7.914 0.073
C -2.671 -2.931 -6.920 -0.246
C -2.707 -1.935 -5.768 -0.306
O -3.500 -2.129 -4.881 0.090
O -3.576 -3.890 -6.862 0.118
O 0.017 0.173 -6.882 0.114
H -1.696 -0.158 -4.983 0.126
H -1.949 -3.520 -8.768 0.142
H -4.221 -3.622 -6.178 0.128
H 0.341 0.241 -7.798 0.130
C -6.280 1.540 4.328 0.080
C -6.598 0.948 5.481 -0.243
C -6.346 -0.509 5.744 -0.323
O -6.730 -1.004 6.771 0.132
C -5.808 -1.296 4.631 0.077
C -5.441 -0.703 3.499 -0.266
C -5.692 0.759 3.244 -0.314
O -5.462 1.193 2.141 0.099
O -4.843 -1.319 2.505 0.078
O -7.096 1.637 6.502 0.113
H -6.316 2.616 4.220 0.134
H -5.713 -2.372 4.702 0.136
H -4.759 -0.651 1.786 0.036
H -7.610 1.014 7.048 0.131
C -1.808 -6.646 3.148 0.077
C -3.106 -6.895 3.371 -0.233
C -4.187 -6.485 2.402 -0.314
O -5.338 -6.781 2.609 0.128
C -3.757 -5.770 1.199 0.073
C -2.496 -5.453 1.021 -0.249
C -1.406 -5.920 1.961 -0.303
O -0.253 -5.702 1.664 0.083
O -2.090 -4.752 -0.016 0.056
O -3.543 -7.525 4.457 0.118
H -1.114 -7.017 3.893 0.139
H -4.553 -5.441 0.543 0.137
H -1.112 -4.688 -0.033 0.063
H -4.470 -7.786 4.305 0.127
C -2.377 -6.803 -4.398 0.088
C -1.868 -5.813 -3.657 -0.228
C -0.551 -5.953 -2.944 -0.301
O -0.029 -5.022 -2.388 0.057
C -0.012 -7.314 -2.869 0.076
C -0.487 -8.296 -3.614 -0.252
C -1.636 -8.061 -4.555 -0.317
O -1.907 -8.868 -5.405 0.136
O -0.006 -9.527 -3.545 0.127
O -2.403 -4.595 -3.653 0.056
H -3.304 -6.608 -4.922 0.136
H 0.764 -7.501 -2.136 0.131
H -0.582 -10.101 -4.082 0.130
H -1.775 -3.965 -3.259 0.014
O 4.519 -3.965 -5.260 -0.071
H 4.358 -3.380 -6.009 0.040
H 4.108 -3.527 -4.506 -0.047
O 5.100 0.140 -4.114 -0.071
H 5.229 1.093 -4.185 0.041
H 5.381 -0.086 -3.218 -0.020
C 9.336 2.396 3.124 -1.042
Cl 10.346 1.222 2.262 0.505
Cl 10.199 3.169 4.470 0.511
H 9.066 3.176 2.429 0.009
H 8.506 1.850 3.547 0.013
C -5.838 7.475 -2.492 -1.011
Cl -4.117 7.195 -2.107 0.518
Cl -6.660 6.008 -2.934 0.534
H -6.280 7.928 -1.609 0.023
H -5.876 8.228 -3.271 0.031
C 5.350 -3.387 -0.784 -0.941
Cl 5.523 -2.269 0.573 0.559
Cl 4.894 -2.530 -2.276 0.661
H 6.280 -3.901 -0.982 0.043
H 4.560 -4.086 -0.541 -0.061
C -3.655 -2.248 -1.575 -0.953
Cl -1.922 -2.256 -1.824 0.670
Cl -4.276 -0.868 -0.665 0.608
H -4.152 -2.304 -2.537 0.022
H -3.967 -3.128 -1.023 0.023
C 0.720 -1.614 5.989 -0.995
Cl 1.799 -1.356 4.597 0.540
Cl 1.584 -1.760 7.515 0.546
H 0.136 -0.707 6.069 0.022
H 0.121 -2.490 5.793 0.029
C 3.999 6.968 0.129 -0.953
Cl 2.733 7.141 1.355 0.575
Cl 3.438 6.124 -1.328 0.560
H 4.365 7.962 -0.080 0.034
H 4.785 6.328 0.511 0.015
C -5.656 5.758 1.420 -0.992
Cl -3.948 5.771 1.879 0.539
Cl -5.951 4.550 0.176 0.533
H -6.230 5.559 2.316 0.027
H -5.938 6.727 1.027 0.021
C 2.454 -4.134 0.821 -0.966
Cl 2.739 -5.637 -0.044 0.607
Cl 1.162 -3.194 0.101 0.687
H 2.215 -4.340 1.857 0.039
H 3.363 -3.543 0.791 -0.051
C 4.682 5.855 4.661 -1.064
Cl 4.707 7.146 5.834 0.557
Cl 6.283 5.547 3.933 0.526
H 4.312 4.951 5.133 -0.035
H 4.046 6.069 3.808 -0.033
C -0.620 5.238 4.426 -0.971
Cl 1.167 5.175 4.456 0.484
Cl -1.237 3.713 3.811 0.529
H -0.948 5.432 5.438 0.034
H -0.880 6.066 3.780 0.020
C 3.237 1.641 5.556 -0.996
Cl 2.509 2.188 4.035 0.498
Cl 3.243 2.930 6.766 0.552
H 2.660 0.825 5.971 -0.035
H 4.242 1.290 5.360 0.034
C -3.558 3.606 -2.921 -1.051
Cl -2.618 2.182 -2.470 0.519
Cl -4.566 3.337 -4.354 0.516
H -4.228 3.886 -2.117 -0.024
H -2.895 4.430 -3.146 0.003

[3]
87
Properties=species:S:1:pos:R:3:lowdin_charge:R:1 method="wB97M-V/def2-TZVPD" homo_ev="-0.03 / -0.07" de_lowest_ev=0.8129 energy_ha=-4664.735029 spin_multiplicity=5 charge=-2 orbital_gap_ev="4.5 / 4.5"
Fe 1.004 -0.094 -0.305 0.358
C -1.482 -0.515 2.279 -0.218
C -2.087 -0.147 0.914 -0.198
N -1.272 0.805 0.183 -0.125
C -1.449 2.205 0.510 -0.306
C -0.822 2.699 1.821 -0.461
S 0.922 2.278 2.145 0.827
C 0.755 1.225 3.609 -0.483
C 0.725 -0.289 3.338 -0.304
N -0.058 -0.645 2.191 -0.136
H -1.976 -1.421 2.661 0.110
H -1.715 0.285 2.989 0.092
H -3.104 0.241 1.082 0.109
H -2.173 -1.047 0.303 0.096
H -1.355 0.700 -0.835 0.025
H -2.522 2.460 0.575 0.109
H -1.018 2.775 -0.311 0.051
H -1.393 2.355 2.685 0.049
H -0.882 3.789 1.812 0.059
H -0.139 1.555 4.144 0.052
H 1.610 1.456 4.249 0.057
H 0.378 -0.776 4.269 0.107
H 1.728 -0.660 3.130 0.071
H 0.298 -1.530 1.802 -0.018
S 2.163 -2.412 0.749 0.320
P -0.086 -1.164 -2.163 0.807
C -0.682 0.291 -2.906 -0.572
P 0.397 1.526 -3.045 0.378
S 1.373 2.320 -1.397 0.273
C 1.808 1.220 -4.209 -0.312
C 2.830 0.368 -3.785 -0.113
C 3.885 0.050 -4.626 -0.090
C 3.950 0.588 -5.908 -0.122
C 2.947 1.442 -6.339 -0.116
C 1.880 1.751 -5.495 -0.090
C -0.454 2.953 -3.878 -0.342
C -1.683 2.769 -4.499 -0.095
C -2.345 3.843 -5.092 -0.111
C -1.780 5.110 -5.073 -0.131
C -0.551 5.303 -4.450 -0.110
C 0.100 4.229 -3.853 -0.121
C 0.910 -2.205 -3.322 -0.361
C 1.965 -2.957 -2.813 -0.120
C 2.811 -3.651 -3.675 -0.099
C 2.608 -3.588 -5.048 -0.126
C 1.552 -2.834 -5.559 -0.110
C 0.711 -2.142 -4.699 -0.098
C -1.598 -2.246 -2.096 -0.337
C -2.866 -1.697 -2.228 -0.125
C -4.003 -2.501 -2.157 -0.113
C -3.883 -3.869 -1.954 -0.134
C -2.617 -4.429 -1.815 -0.112
C -1.488 -3.621 -1.881 -0.088
H 2.814 -0.035 -2.777 0.075
H 4.657 -0.628 -4.278 0.098
H 4.778 0.341 -6.563 0.083
H 2.989 1.873 -7.334 0.084
H 1.096 2.406 -5.852 0.090
H -2.098 1.766 -4.488 0.077
H -3.306 3.685 -5.571 0.086
H -2.295 5.946 -5.533 0.083
H -0.104 6.290 -4.422 0.087
H 1.048 4.374 -3.347 0.074
H 2.132 -2.972 -1.735 0.006
H 3.640 -4.221 -3.271 0.092
H 3.281 -4.108 -5.722 0.082
H 1.401 -2.769 -6.631 0.086
H -0.087 -1.506 -5.074 0.097
H -2.937 -0.631 -2.423 0.074
H -4.984 -2.053 -2.269 0.086
H -4.766 -4.497 -1.908 0.081
H -2.508 -5.496 -1.656 0.087
H -0.504 -4.062 -1.761 0.100
C 4.422 0.869 -0.212 -0.087
C 4.108 -0.474 0.443 -0.767
C 5.052 -1.542 -0.126 -0.106
C 4.363 -0.346 1.956 -0.101
N 2.719 -0.810 0.164 -0.570
H 5.347 1.292 0.198 0.070
H 3.610 1.574 -0.040 0.008
H 4.542 0.766 -1.294 0.061
H 6.090 -1.362 0.184 0.065
H 5.003 -1.528 -1.219 0.064
H 4.739 -2.530 0.218 0.020
H 5.395 -0.039 2.165 0.062
H 4.164 -1.301 2.449 0.042
H 3.683 0.407 2.367 0.059